# C39H76FNO27P

A cluster of 7 separate species, C39H76FNO27P in total (ωB97M-V/def2-TZVPD, OMol25).

HOMO (eV): -5.6
Charge: -1

The geometry in XYZ format:
```
145
Properties=species:S:1:pos:R:3:mulliken_charge:R:1
C -5.34434 6.71231 -4.09527 -0.65
H 0.26854 -3.47948 0.00428 -0.08
O -16.00965 -3.76298 -2.08684 -0.56
H -3.30969 -3.74953 -0.26103 0.19
H -0.70501 0.43628 0.18077 0.37
H 7.69552 -1.64515 1.05047 0.30
H 6.23392 -2.15332 1.88092 0.23
H 2.86650 -2.20986 0.72794 0.41
C 1.17305 -3.48206 0.61080 -0.74
C -3.72485 5.05026 -4.10475 0.74
H -2.32060 2.96117 -6.38176 0.27
O 13.54486 4.72223 4.55718 -0.56
H 0.61443 -3.07306 -2.19764 -0.80
H -0.26504 -0.84677 -0.91698 -0.43
O 2.08268 -5.66782 -1.38980 -0.33
O 9.55409 0.91396 7.26642 -0.55
C 14.47641 7.50687 3.56302 -1.08
H 13.56495 6.97405 3.29853 0.31
H 10.12749 0.08348 9.59791 0.29
H 4.22016 1.60111 4.44149 0.32
H -11.69871 0.63138 -2.22933 0.25
O -1.01753 -2.48749 -4.23440 -0.71
O -7.97264 0.13298 -2.86326 -0.32
P 2.65168 -4.31952 -2.07105 0.45
O -4.51193 4.26265 -3.64075 -0.60
H 2.89309 -2.40158 -3.95937 0.49
H -3.13857 -5.60550 -2.26326 0.38
H -10.97900 0.94088 -0.62708 0.32
O -5.22430 -4.19912 -2.18699 -0.63
C 0.70655 -6.03535 -1.58140 0.51
C -1.04450 -0.11764 -0.69538 0.41
H -5.64420 2.58959 -3.16094 -0.07
H -16.12250 -0.22547 -3.24812 0.30
H 7.87547 1.69743 5.43530 0.23
O 14.88771 6.21278 5.60051 -0.38
H -1.53080 -2.64823 -1.00638 -0.82
O 5.99405 1.54481 3.35027 -0.28
H -2.21620 1.54071 -5.30661 0.12
C 9.23816 1.85738 7.94201 0.83
O -16.06321 -2.99826 0.03536 -0.34
C -2.94054 -4.65039 -2.74840 -1.03
C -9.13698 0.66585 -2.54102 0.75
C -0.18143 1.14747 -2.43605 0.46
C 0.16911 -0.39511 -4.18350 1.06
O 3.77265 -4.65320 -2.95899 -0.83
H -0.49192 -7.69475 -0.91511 0.40
H -17.01446 -4.08072 1.45358 0.22
H 8.05633 3.00997 4.27510 0.40
H 9.10978 0.68400 10.92540 0.22
C 7.32055 -2.14930 1.94176 -1.03
C 1.37084 -0.96057 -3.44726 -0.21
O 0.70284 1.71468 -1.87640 -0.62
C 4.64174 1.98072 3.51346 -0.77
H -15.28018 -0.87825 -4.66702 0.36
H -0.97125 3.43269 -4.34794 0.33
O -14.99188 -1.84944 -1.44036 -0.34
H 1.23252 -0.95286 -2.37114 -0.25
H 1.49838 -4.49505 0.81218 0.33
H 8.87966 -1.45221 3.24688 0.32
C -1.16129 -1.24934 -4.20243 0.08
H 4.67418 3.06598 3.54297 0.23
C -14.55044 -1.62009 -2.78841 0.14
O 9.05216 1.83584 9.26391 -0.35
H 0.14430 -6.68600 0.39333 0.29
H -3.69373 2.51016 -5.37305 0.22
H 14.19605 8.37106 4.16663 0.29
H 12.30136 3.89649 7.93743 0.28
C -15.66798 -1.11927 -3.67763 -1.20
C -15.71858 -2.94665 -1.25271 0.78
H -14.09419 -2.52469 -3.18901 0.36
H 7.04686 3.22345 5.71778 0.29
H 1.37754 -2.58066 -4.86260 0.44
C -7.04542 1.00479 -3.55042 -0.32
C 15.42648 6.61408 4.33166 -0.18
F 0.53853 -0.24704 -5.50481 -0.45
O 13.53240 5.03191 6.79195 -0.37
C -16.90745 -4.09999 0.37320 -0.64
C 1.32566 -3.46183 -2.92373 0.83
C -3.92663 -3.60199 -2.28983 0.92
H -13.77058 -0.86604 -2.70997 0.01
C 6.15843 0.22281 3.42855 0.83
H 8.35705 -0.10260 9.52147 0.30
H 1.21112 -7.79804 -0.48174 0.36
H -3.18556 -0.29115 -0.50616 0.39
C -2.60562 2.55512 -5.40858 -0.77
O 9.03438 3.10093 7.51809 -0.34
H 2.19805 -0.27594 -3.63790 0.60
C -6.39171 2.00165 -2.62432 -0.45
C -11.11434 0.20311 -1.41681 -0.64
H 10.08906 2.85147 5.74524 0.33
H 0.89561 -2.98161 1.53558 0.50
O -2.20598 -0.57645 -4.24950 -0.62
H -6.29523 0.33847 -3.97028 0.33
C 1.80973 -2.37234 -3.89505 -1.31
C 2.27693 -2.66544 -0.06216 0.21
H 14.94922 7.85601 2.64524 0.35
O -0.08983 0.94954 -3.76286 -0.30
O -9.52382 1.77872 -2.79266 -0.57
H 15.70390 5.73193 3.75521 0.31
H -16.44856 -1.87018 -3.78707 0.34
H -4.34771 -2.36324 -0.58690 0.61
H 1.83390 -1.84769 -0.62643 -0.21
H 12.73284 3.14837 6.38856 0.34
O -1.27943 0.76133 -1.78808 -0.13
H -7.12412 2.68897 -2.20028 0.33
C 9.16094 3.29921 6.09818 -0.24
O -3.99164 6.33895 -4.35345 -0.38
O -9.85263 -0.26121 -1.88647 -0.34
H -3.00781 -4.78229 -3.82342 0.34
H 16.33898 7.15572 4.57268 0.28
H -2.34897 3.04147 -3.32202 0.15
C -2.29862 -0.89779 -0.36038 -0.87
H -5.39425 7.78933 -4.22932 0.21
O 5.29713 -0.57501 3.68935 -0.57
N -2.35141 -2.08960 -1.19446 0.69
H -16.45970 -5.04215 0.06609 0.30
H -7.55975 1.49562 -4.37663 0.30
H 0.03203 -5.19994 -1.41965 -0.20
H -3.95718 -2.81125 -3.04124 0.07
C 9.17274 0.53847 9.85117 -0.66
H 0.58772 -6.43068 -2.58724 0.52
C -3.51042 -2.94211 -0.98004 -1.15
H -5.63345 6.45607 -3.07839 0.28
H 7.40936 -1.90992 4.09363 0.31
C 7.79320 -1.43726 3.18974 -0.23
O 3.20151 -3.43084 -0.84625 -0.43
H -11.63639 -0.65913 -1.00957 0.23
H -1.92710 -4.31335 -2.54832 -0.12
O 7.43740 -0.04438 3.18082 -0.35
H -17.88481 -3.98392 -0.09244 0.29
C 13.94664 5.27182 5.54884 0.76
C 0.36663 -7.12136 -0.57698 -1.47
O -2.47423 4.80472 -4.44219 -0.41
H 0.76531 -4.20638 -3.47923 0.64
C 12.46650 4.08174 6.88006 -0.59
H 7.66906 -3.18162 1.93595 0.37
H -6.01407 6.22584 -4.80301 0.29
C 7.96562 2.77641 5.33375 -1.18
H 11.56231 4.49370 6.44254 0.24
H 4.03583 1.65903 2.66856 0.34
H -2.18445 -1.18497 0.69569 0.43
H -5.74532 -3.70553 -1.54986 0.32
C -2.05719 3.42405 -4.29997 0.17
H 9.23998 4.37691 5.96498 0.40
H -5.90493 1.48085 -1.79730 0.26
```

=====

# C6H8O2

The molecule C6H8O2 (ωB97M-V/def2-TZVPD, OMol25).

SMILES: C[C@]1(/C=C/O)CC1=O
HOMO (eV): -8.1

The geometry in XYZ format:
```
16
Properties=species:S:1:pos:R:3:nbo_charge:R:1
H 2.59858 0.62059 0.25662 0.21
C 1.68940 0.97599 -0.22591 -0.59
H -2.17036 -0.06444 0.81174 0.18
O 1.13184 -2.47343 -0.12043 -0.48
H 1.47953 1.98977 0.11815 0.21
C 0.44724 -0.58400 1.47474 -0.54
C 0.75058 -1.44412 0.33478 0.64
H 1.26323 -0.36609 2.15219 0.25
H 1.86401 1.01247 -1.30071 0.22
C -0.69693 0.24471 -0.69853 -0.30
C 0.52763 0.06294 0.09066 -0.19
H -2.84531 0.22686 -1.90886 0.48
O -3.06776 0.10758 -0.97695 -0.67
H -0.54722 0.39598 -1.76304 0.20
H -0.49308 -0.71843 1.99373 0.24
C -1.93137 0.01363 -0.23817 0.15
```

=====

# C38H34N5

The ion C38H34N5 with charge +1 (ωB97M-V/def2-TZVPD, OMol25).

SMILES: CN(C)c1ccc([C@H](c2cn(C)c3ccccc23)c2n(-c3ccccc3)nc(-c3ccccc3)[n+]2-c2ccccc2)cc1
HOMO (eV): -9.7
Charge: +1

The geometry in XYZ format:
```
77
Properties=species:S:1:pos:R:3:mulliken_charge:R:1
H 4.26523 3.21875 4.04378 0.24
C -2.57799 3.72255 -2.69016 -0.90
H 0.68851 4.89679 4.96749 0.31
N 2.35889 4.16315 3.81167 0.04
H 2.11312 5.95842 4.82120 0.33
C 0.31766 -1.02917 0.23238 -0.05
C -2.16306 -1.05898 -0.01294 -0.83
C -1.21255 1.70022 -3.38777 0.31
C 4.35974 -3.88375 0.12969 -0.76
H -4.50553 -4.70465 1.96089 0.41
C 0.12312 2.33339 1.50254 -0.07
C 1.94592 3.38082 2.76790 1.47
C 0.61978 0.46708 -0.29825 0.40
H -0.48045 -5.32411 -1.01640 0.42
C 0.57490 3.33834 2.36094 -1.08
H 5.53502 -0.71489 0.72564 0.42
C -2.18559 0.12737 0.68186 -0.46
C 2.57606 -2.25623 -0.02183 0.39
H -0.15811 4.06499 2.77190 0.35
C -3.38343 -6.07969 0.62895 -0.35
C -3.63955 -4.85907 1.29792 -0.82
C -1.54921 1.63285 -4.73327 -1.15
C 1.04001 1.54031 0.78534 0.04
C -2.28190 -6.30614 -0.22408 -0.74
C -1.68074 -4.01263 0.16960 0.38
C 2.89000 2.55740 2.07167 -1.38
H -2.10738 4.71154 -2.60906 0.33
C -4.34314 0.58406 -0.25781 -0.64
H -2.95545 3.62595 -3.71591 0.29
H 3.38503 3.46548 5.58036 0.29
H -5.18821 1.29035 -0.39128 0.44
C -0.85188 0.69644 -5.51519 -0.64
C 2.40082 1.76222 1.02331 -0.34
H 2.26494 -4.35580 -0.33339 0.46
H 4.08085 4.85328 4.72471 0.32
H 3.19127 1.30905 0.41182 0.74
C 5.27278 -2.85893 0.39262 -0.48
H 0.71728 -0.79754 -5.59161 0.41
C -3.17321 -1.47705 -0.87321 0.05
H -1.12758 0.54777 -6.56346 0.38
C -0.26283 0.84900 -2.75198 -0.18
N -0.90634 -1.69157 0.10182 0.36
H -0.97885 2.21859 1.35874 0.01
H -3.21662 1.92578 1.05463 0.52
H -2.09632 -7.26631 -0.73880 0.39
C 3.48234 -1.22519 0.27867 0.68
C -0.95349 2.38778 -1.26639 -0.72
C -0.15951 1.24098 -1.36784 0.23
H -4.07914 -6.89324 0.79414 0.38
C -1.39706 -5.24656 -0.41925 -0.52
H 1.52977 0.09366 -0.85830 1.34
C 0.15908 -0.11612 -4.94515 -0.91
N 1.19935 -2.07076 -0.09259 1.11
N 0.58708 -3.24948 -0.40191 -1.10
C 0.43173 -0.06097 -3.56681 -0.23
H -1.22874 0.33086 1.16094 1.74
H -5.21015 -0.95869 -1.44795 0.44
H 6.32152 -3.08643 0.52959 0.40
C 3.57802 3.88303 4.58285 -0.83
H 1.03009 5.70833 3.42416 0.39
H 1.27764 -0.63432 -3.13458 0.38
C 1.48929 5.24455 4.29007 -1.11
C 4.83730 -1.52468 0.47826 -0.89
C -0.67779 -3.02115 -0.12593 -0.15
H 4.63922 -4.92733 0.13458 0.41
C -4.32624 -0.65889 -0.90357 -0.92
C -3.25598 0.97227 0.53571 -0.80
H 3.97038 2.64062 2.27605 0.25
H -2.31045 2.30721 -5.14788 0.25
H -3.11532 -2.38007 -1.50792 0.54
C -2.74781 -3.81524 1.09350 0.06
C 3.02112 -3.57824 -0.11885 -0.48
N -1.59293 2.66531 -2.45864 0.22
H -1.00315 3.14005 -0.49241 0.79
H -2.84325 -2.84864 1.60387 0.48
H -3.40573 3.64616 -1.96321 0.30
H 3.05778 -0.23026 0.38378 -0.37
```

=====

# C9H16F3

A cluster of 2 separate species, C9H16F3 in total (ωB97M-V/def2-TZVPD, OMol25).

2S+1: 2
HOMO (spin up / spin down) (eV): -7.8 / -9.8

The geometry in XYZ format:
```
28
Properties=species:S:1:pos:R:3:lowdin_spin:R:1
C 2.65578 -0.44836 -0.99439 0.64
H 1.42291 -1.99818 -1.01491 0.04
H -2.36895 -0.03322 -1.76433 0.00
H -4.92319 0.08353 -1.63383 0.00
F 0.29053 1.00166 -0.12825 0.01
H -3.54367 -1.07676 0.85622 0.00
C -1.06247 -0.98068 -0.34221 0.00
H -1.10357 -1.95685 -0.84862 0.00
C -3.60615 -0.90769 -0.22572 0.00
H 4.04515 0.53198 2.69763 0.00
C 0.20273 -0.27030 -0.77883 0.01
H 3.00176 2.04237 2.37890 0.00
H 1.55441 -1.23030 0.66364 0.01
H -1.01160 -1.17281 0.74112 0.00
C 5.05174 2.12198 1.79473 0.00
H 2.66394 0.36461 -1.71403 0.04
H -4.80487 0.88957 -0.05653 0.00
F 3.77926 -0.47916 -0.24339 0.15
H 0.15290 -0.09406 -1.86822 0.00
H 6.06263 1.72186 1.67553 0.00
C -2.33161 -0.20218 -0.67707 0.00
H -3.66725 -1.88991 -0.71011 0.00
H -5.73698 -0.60962 -0.21929 0.00
C 1.47455 -1.05274 -0.42932 0.10
H -2.28461 0.78469 -0.19183 0.00
F 4.96441 3.40231 1.28029 0.00
C -4.84202 -0.08380 -0.55544 0.00
C 3.96423 1.54206 2.30824 0.00
```

=====

| no. | E_tot (eV) | largest force on an atom (eV Å⁻¹) |
| --- | --- | --- |
| 1 | -110459.910 | 1.6 |
| 2 | -10444.108 | 2.2 |
| 3 | -47399.585 | 3.8 |
| 4 | -17742.240 | 2.0 |